(1)
4 unconnected molecules or ions with the total composition C41H68ClF4NO6S2. Source: the OMol25 dataset; level of theory: ωB97M-V/def2-TZVPD.

Geometry as XYZ:
```
123
C41H68ClF4NO6S2 (ωB97M-V/def2-TZVPD)
C 1.793 1.232 -1.832
C 1.894 0.038 -2.069
C 2.109 -1.424 -2.575
C 3.513 -1.875 -1.909
O 4.117 -0.725 -1.219
C 5.452 -0.977 -0.916
F 6.241 -0.578 -1.991
F 5.719 -2.263 -0.478
F 5.784 -0.124 0.155
C 2.126 -1.601 -4.191
N 3.386 -1.037 -4.732
C 3.536 0.190 -4.758
S 3.705 1.812 -4.641
C 2.381 -3.203 -4.387
C 1.408 -3.982 -5.335
F 3.708 -3.459 -4.912
C 0.762 -1.035 -4.768
C 0.511 -1.033 -6.331
C 1.619 -0.442 -7.291
C 1.610 1.171 -7.305
Cl 1.080 -0.913 -9.014
C -0.569 -1.503 -3.951
C -1.307 -0.250 -3.261
O -1.582 0.789 -4.239
C -2.346 1.857 -3.636
C -1.725 -2.061 -4.936
O -2.793 -2.706 -4.173
C -4.032 -2.086 -4.403
C -4.700 -1.892 -5.727
C -6.051 -1.200 -5.793
C -6.769 -0.699 -4.569
C -6.124 -0.927 -3.231
C -4.795 -1.604 -3.178
O -0.364 -2.616 -3.051
S 0.646 -2.321 -1.797
O 1.054 -3.644 -1.261
O 0.066 -1.578 -0.670
H 1.793 2.355 -1.771
H 3.384 -2.670 -1.115
H 4.248 -2.275 -2.668
H 2.382 -3.772 -3.401
H 1.762 -5.070 -5.349
H 1.584 -3.618 -6.399
H 0.326 -4.021 -5.035
H 0.800 0.088 -4.517
H -0.394 -0.352 -6.507
H 0.211 -2.027 -6.786
H 2.651 -0.878 -7.192
H 2.642 1.617 -7.243
H 1.061 1.516 -6.361
H 1.001 1.582 -8.169
H -0.783 0.133 -2.338
H -2.342 -0.591 -2.906
H -2.823 1.565 -2.651
H -1.664 2.768 -3.536
H -3.166 2.147 -4.367
H -1.349 -2.862 -5.639
H -2.128 -1.232 -5.607
H -4.188 -2.231 -6.676
H -6.515 -1.040 -6.812
H -7.756 -0.161 -4.591
H -6.569 -0.612 -2.236
H -4.310 -1.781 -2.165
C 3.797 2.891 5.997
C 3.167 1.584 5.534
C 4.177 0.586 4.971
C 4.923 1.054 3.719
C 4.028 1.434 2.536
C 3.189 0.275 2.010
H 4.268 3.427 5.170
H 3.032 3.547 6.422
H 4.551 2.710 6.767
H 2.388 1.792 4.794
H 2.663 1.120 6.389
H 3.660 -0.355 4.757
H 4.916 0.351 5.746
H 5.607 0.256 3.407
H 5.558 1.910 3.969
H 4.666 1.797 1.724
H 3.372 2.268 2.806
H 3.825 -0.556 1.695
H 2.602 0.596 1.146
H 2.490 -0.093 2.765
C -0.098 3.237 2.474
C -0.050 4.180 3.669
C -0.611 3.563 4.951
C -2.087 3.171 4.896
C -3.057 4.302 4.553
C -3.060 5.428 5.578
H -1.123 2.967 2.212
H 0.351 3.715 1.599
H 0.460 2.318 2.678
H -0.578 5.107 3.428
H 0.994 4.459 3.849
H -0.448 4.263 5.777
H -0.028 2.667 5.197
H -2.367 2.749 5.868
H -2.215 2.362 4.169
H -4.068 3.883 4.494
H -2.837 4.707 3.561
H -3.320 5.051 6.571
H -3.797 6.186 5.304
H -2.087 5.921 5.640
C -4.334 -2.382 6.046
C -3.591 -3.125 4.943
C -2.074 -3.131 5.130
C -1.408 -1.752 5.107
C -1.645 -0.933 3.838
C -1.087 -1.589 2.582
H -4.065 -1.324 6.072
H -5.412 -2.444 5.882
H -4.117 -2.818 7.024
H -3.855 -2.699 3.970
H -3.941 -4.163 4.927
H -1.627 -3.764 4.357
H -1.836 -3.612 6.086
H -0.329 -1.889 5.244
H -1.746 -1.170 5.971
H -1.164 0.044 3.962
H -2.713 -0.733 3.707
H -0.011 -1.760 2.677
H -1.249 -0.943 1.716
H -1.571 -2.546 2.376
```

The value obtained for the maximum force is 5.52 eV/Å. Its charge is 0. For the energy above the lowest of the compared OMol25 structures with the same formula, charge and spin, the calculation gives 4.026 eV. The HOMO-LUMO gap comes out at 0.3124 hartree. The SMILES is C#C[C@]1(COC(F)(F)F)[C@@](N=C=S)([C@@H](C)F)[C@@H](C[C@H](C)Cl)[C@@](COC)(COc2ccccc2)OS1(=O)=O.CCCCCC.CCCCCC.CCCCCC.



(2)
A molecular structure, C41H70CsIN4OP3Si. Source: the OMol25 dataset; level of theory: ωB97M-V/def2-TZVPD.

Geometry as XYZ:
```
122
C41H70CsIN4OP3Si (ωB97M-V/def2-TZVPD)
Cs 0.079 1.087 1.120
C -3.941 1.755 0.766
C -4.000 1.295 -0.692
C -5.407 0.773 -0.987
P -2.446 0.198 -0.908
C -3.241 -1.498 -0.680
C -2.279 -2.458 0.008
C -3.786 -2.110 -1.963
C -2.158 0.241 -2.705
C -3.085 0.692 -3.637
C -2.785 0.662 -4.986
C -1.567 0.155 -5.407
C -0.630 -0.251 -4.474
C -0.899 -0.201 -3.113
Si 0.385 -0.479 -1.717
C 1.937 0.037 -2.725
C 2.550 -0.809 -3.640
C 3.532 -0.354 -4.501
C 3.922 0.973 -4.460
C 3.367 1.820 -3.520
C 2.389 1.356 -2.648
P 1.647 2.403 -1.354
C 3.069 3.443 -0.657
C 4.109 2.485 -0.086
C 3.769 4.541 -1.460
C 0.799 3.701 -2.406
C -0.261 3.021 -3.260
C 0.155 4.754 -1.509
C 0.617 -2.363 -1.850
C -0.157 -3.206 -2.635
C -0.061 -4.581 -2.523
C 0.825 -5.130 -1.611
C 1.623 -4.305 -0.836
C 1.520 -2.925 -0.946
P 2.447 -1.683 0.017
C 4.278 -2.140 -0.188
C 4.681 -3.565 -0.551
C 4.867 -1.206 -1.242
C 2.191 -2.217 1.820
C 2.782 -3.512 2.369
C 0.689 -2.194 2.066
H -4.784 2.401 1.003
H -3.025 2.313 0.954
H -3.963 0.898 1.439
H -3.802 2.175 -1.325
H -5.665 -0.042 -0.311
H -5.524 0.421 -2.009
H -6.128 1.578 -0.825
H -4.076 -1.327 0.012
H -1.368 -2.575 -0.571
H -2.744 -3.440 0.113
H -2.027 -2.088 0.998
H -2.976 -2.323 -2.656
H -4.489 -1.445 -2.458
H -4.300 -3.046 -1.737
H -4.036 1.094 -3.322
H -3.506 1.037 -5.702
H -1.344 0.106 -6.467
H 0.333 -0.608 -4.814
H 2.248 -1.849 -3.686
H 3.980 -1.026 -5.223
H 4.659 1.350 -5.156
H 3.680 2.854 -3.489
H 2.554 3.926 0.187
H 4.682 2.034 -0.896
H 3.630 1.685 0.479
H 4.800 3.007 0.576
H 4.489 4.134 -2.168
H 4.323 5.182 -0.773
H 3.067 5.167 -2.004
H 1.538 4.164 -3.075
H -1.042 2.600 -2.625
H 0.174 2.210 -3.842
H -0.725 3.728 -3.950
H -0.486 4.264 -0.774
H -0.462 5.432 -2.102
H 0.900 5.342 -0.977
H -0.851 -2.773 -3.342
H -0.685 -5.227 -3.132
H 0.892 -6.205 -1.498
H 2.303 -4.761 -0.135
H 4.712 -1.875 0.788
H 4.237 -3.854 -1.501
H 4.395 -4.293 0.201
H 5.766 -3.605 -0.659
H 4.545 -1.518 -2.232
H 5.957 -1.222 -1.213
H 4.526 -0.185 -1.096
H 2.653 -1.386 2.377
H 2.272 -4.381 1.962
H 2.645 -3.523 3.452
H 3.847 -3.596 2.166
H 0.218 -3.029 1.549
H 0.254 -1.275 1.682
H 0.454 -2.268 3.129
C -3.292 -2.170 3.906
N -2.526 -1.748 5.061
C -2.042 -2.845 5.875
C -1.792 -0.578 4.874
O -1.675 -0.083 3.766
N -1.274 0.005 5.987
C -1.610 -0.312 7.352
C -0.433 1.173 5.831
H -4.175 -2.713 4.242
H -2.708 -2.816 3.238
H -3.594 -1.280 3.358
H -1.932 -3.744 5.262
H -2.750 -3.067 6.682
H -1.073 -2.617 6.309
H -2.466 -0.976 7.405
H -1.862 0.614 7.875
H -0.760 -0.766 7.870
H -0.327 1.405 4.774
H 0.555 0.983 6.255
H -0.875 2.038 6.329
N -2.337 6.192 3.165
N -2.395 5.013 2.349
H -1.368 6.443 3.378
H -2.791 5.958 4.046
H -1.661 4.350 2.620
H -2.186 5.313 1.398
I 1.097 3.663 3.177
```

The value obtained for the maximum force is 1.66 eV/Å. Its charge is -1. For the energy above the lowest of the compared OMol25 structures with the same formula, charge and spin, the calculation gives 1.360 eV. The HOMO-LUMO gap comes out at 0.1859 hartree.



(3)
4 unconnected molecules or ions with the total composition C41H71BrFNO14. Source: the OMol25 dataset; level of theory: ωB97M-V/def2-TZVPD.

Geometry as XYZ:
```
129
C41H71BrFNO14 (ωB97M-V/def2-TZVPD)
C 2.986 -0.685 0.817
C 3.274 0.369 -0.366
C 1.878 1.040 -0.862
O 1.965 2.483 -0.736
C 1.171 2.968 0.391
C 2.018 2.986 1.763
C 3.258 3.950 1.917
C 3.570 4.867 0.634
O 2.509 5.847 0.361
N 2.337 6.672 1.415
O 1.189 7.008 1.506
C 4.114 3.989 3.239
C 5.360 4.996 3.221
C 6.516 4.484 2.222
F 7.096 5.667 1.617
C 3.760 3.092 4.489
C 4.615 3.176 5.850
Br 4.421 5.005 6.687
C 6.186 2.810 5.597
C 6.349 1.588 4.553
C 2.523 2.135 4.325
C 1.667 2.081 3.000
C 0.393 1.085 2.985
O 0.047 0.407 1.978
C -0.379 0.993 4.420
C -1.984 0.908 4.417
C -2.493 1.736 5.731
C -3.954 2.400 5.511
C 0.410 1.035 5.616
C 2.019 1.169 5.516
O 2.778 0.534 6.284
H 1.970 -1.216 0.691
H 3.785 -1.522 0.764
H 3.055 -0.209 1.853
H 3.916 1.244 0.015
H 3.736 -0.190 -1.248
H 0.951 0.569 -0.391
H 1.814 0.814 -1.997
H 0.835 4.031 0.081
H 0.186 2.371 0.492
H 3.752 4.177 -0.275
H 4.536 5.484 0.740
H 4.982 5.994 2.813
H 5.827 5.189 4.240
H 7.340 4.011 2.875
H 6.137 3.716 1.468
H 4.263 2.450 6.653
H 6.589 2.407 6.606
H 6.821 3.725 5.353
H 5.472 0.861 4.696
H 6.367 1.916 3.461
H 7.302 0.991 4.780
H -2.402 -0.152 4.374
H -2.348 1.528 3.516
H -1.776 2.624 5.908
H -2.422 1.066 6.653
H -4.733 1.569 5.629
H -3.958 2.888 4.475
H -4.149 3.217 6.302
H -0.056 1.002 6.655
C -3.246 -1.033 -0.710
O -3.852 -2.142 -0.066
C -3.354 -2.369 1.245
C -4.487 -2.735 2.202
O -5.381 -1.668 2.519
C -6.218 -1.174 1.472
C -7.298 -2.145 0.991
O -6.734 -3.247 0.289
C -7.303 -4.493 0.645
H -2.278 -1.325 -1.124
H -3.903 -0.720 -1.525
H -3.131 -0.185 -0.028
H -2.822 -1.494 1.635
H -2.650 -3.206 1.187
H -4.031 -3.025 3.155
H -5.038 -3.610 1.858
H -5.618 -0.805 0.640
H -6.725 -0.302 1.888
H -7.958 -1.622 0.291
H -7.889 -2.476 1.851
H -7.457 -4.577 1.727
H -6.609 -5.282 0.346
H -8.249 -4.636 0.116
C -6.000 3.281 -5.619
O -6.228 1.887 -5.724
C -6.626 1.473 -7.027
C -5.945 0.163 -7.419
O -4.543 0.262 -7.671
C -3.691 0.551 -6.563
C -3.584 -0.560 -5.517
O -4.800 -0.717 -4.796
C -5.178 -2.069 -4.614
H -6.948 3.809 -5.495
H -5.379 3.453 -4.737
H -5.458 3.667 -6.489
H -6.400 2.238 -7.778
H -7.711 1.320 -7.003
H -6.387 -0.165 -8.365
H -6.152 -0.629 -6.702
H -3.965 1.502 -6.103
H -2.696 0.697 -6.987
H -2.811 -0.291 -4.790
H -3.289 -1.490 -6.014
H -5.021 -2.663 -5.521
H -6.245 -2.096 -4.380
H -4.622 -2.502 -3.777
C 4.241 -6.247 -0.346
O 3.764 -5.778 -1.595
C 2.758 -4.778 -1.479
C 2.961 -3.671 -2.512
O 4.092 -2.830 -2.283
C 5.387 -3.415 -2.424
C 5.770 -3.810 -3.851
O 5.003 -4.917 -4.310
C 4.532 -4.766 -5.636
H 3.553 -6.989 0.064
H 5.212 -6.717 -0.515
H 4.385 -5.426 0.364
H 2.742 -4.338 -0.475
H 1.792 -5.264 -1.660
H 2.091 -3.008 -2.458
H 2.973 -4.065 -3.527
H 5.510 -4.251 -1.735
H 6.093 -2.649 -2.097
H 6.820 -4.119 -3.864
H 5.652 -2.940 -4.506
H 4.163 -3.751 -5.825
H 3.697 -5.456 -5.780
H 5.325 -5.018 -6.345
```

The value obtained for the maximum force is 4.73 eV/Å. Its charge is 0. The HOMO-LUMO gap comes out at 0.2828 hartree. The SMILES is CCCOCc1c(CON=O)c(CCF)c([C@H](Br)CC)c2c1C(=O)C(CCC)=CC2=O.COCCOCCOC.COCCOCCOC.COCCOCCOC.



no.,E_tot (hartree)
1,-3764.95760
2,-3529.99884
3,-5386.19422